Record 1
A structure of composition C5H8O in a non-equilibrium geometry. Source: the Open Molecules 2025 dataset; level of theory: ωB97M-V with the def2-TZVPD basis set.

Geometry as ORCA input:
```
! RIJCOSX wB97M-V def2-TZVPD def2/J DEFGRID3
* xyz 0 1
C -0.831 0.426 1.425
C -0.937 0.012 -0.007
C 0.073 0.266 -1.087
C 1.485 0.191 -0.520
O 1.240 -1.130 0.019
C -0.014 -1.140 -0.636
H 0.159 0.385 1.848
H -1.521 -0.122 2.077
H -1.115 1.488 1.328
H -1.953 -0.077 -0.385
H -0.186 0.703 -2.041
H 1.775 0.911 0.252
H 2.257 0.147 -1.296
H -0.433 -2.064 -0.979
*
```

Calculated values
Lowest unoccupied orbital energy in eV: 1.12
Energy above the lowest of the compared OMol25 structures with the same formula, charge and spin in eV: 2.653
Highest occupied orbital energy in hartree: -0.316



Record 2
The molecule C5H8O in a non-equilibrium geometry. Source: the Open Molecules 2025 dataset; level of theory: ωB97M-V with the def2-TZVPD basis set.

Geometry as ORCA input:
```
! RIJCOSX wB97M-V def2-TZVPD def2/J DEFGRID3
* xyz 0 1
C 2.519 0.706 -0.134
C 1.160 0.238 0.281
C 0.216 -0.049 -0.651
C -1.239 -0.243 -0.416
C -2.033 -0.616 0.588
O -3.349 -0.509 0.668
H 2.419 1.062 -1.216
H 3.039 1.415 0.525
H 3.216 -0.226 0.222
H 0.928 0.229 1.341
H 0.440 -0.054 -1.666
H -1.842 0.051 -1.369
H -1.624 -0.684 1.576
H -3.848 -1.319 0.252
*
```

Calculated values
SMILES: C/C=C/C=C/O
Lowest unoccupied orbital energy in eV: 0.90
Energy above the lowest of the compared OMol25 structures with the same formula, charge and spin in eV: 2.831
Highest occupied orbital energy in hartree: -0.301



Record 3
A cluster of 2 separate species, C5H8O in total. Source: the Open Molecules 2025 dataset; level of theory: ωB97M-V with the def2-TZVPD basis set.

Geometry as ORCA input:
```
! RIJCOSX wB97M-V def2-TZVPD def2/J DEFGRID3
* xyz 0 1
C 2.373 0.745 1.053
C -0.125 -0.122 -0.010
C -0.621 -1.406 -0.635
C -1.330 -0.846 0.545
C -0.349 1.134 -0.749
O 0.413 2.076 -0.747
H 0.805 -0.182 0.577
H 2.762 1.062 0.062
H 1.962 1.701 1.441
H -1.100 -1.338 -1.608
H 0.010 -2.279 -0.501
H -1.200 -1.324 1.510
H -2.305 -0.388 0.396
H -1.295 1.168 -1.334
*
```

Calculated values
Lowest unoccupied orbital energy (alpha / beta) in eV: -0.63 / -0.64
Energy above the lowest of the compared OMol25 structures with the same formula, charge and spin in eV: 5.878
Highest occupied orbital energy (alpha / beta) in hartree: -0.339 / -0.340